# 1
{"formula": "C51H113N5O8", "method": "wB97M-V/def2-TZVPD", "elements": ["C", "C", "C", "C", "C", "C", "C", "C", "C", "N", "O", "H", "H", "H", "H", "H", "H", "H", "H", "H", "H", "H", "H", "H", "H", "H", "H", "H", "H", "H", "C", "C", "C", "C", "C", "C", "C", "C", "C", "N", "O", "H", "H", "H", "H", "H", "H", "H", "H", "H", "H", "H", "H", "H", "H", "H", "H", "H", "H", "H", "C", "C", "C", "C", "C", "C", "C", "C", "C", "N", "O", "H", "H", "H", "H", "H", "H", "H", "H", "H", "H", "H", "H", "H", "H", "H", "H", "H", "H", "H", "C", "C", "C", "C", "C", "C", "C", "C", "C", "N", "O", "H", "H", "H", "H", "H", "H", "H", "H", "H", "H", "H", "H", "H", "H", "H", "H", "H", "H", "H", "C", "C", "C", "C", "C", "C", "C", "C", "C", "N", "O", "H", "H", "H", "H", "H", "H", "H", "H", "H", "H", "H", "H", "H", "H", "H", "H", "H", "H", "H", "C", "C", "O", "H", "H", "H", "H", "H", "H", "C", "C", "O", "H", "H", "H", "H", "H", "H", "C", "C", "O", "H", "H", "H", "H", "H", "H"], "positions_angstrom": [[1.094, 26.274, 0.231], [2.246, 25.847, -0.777], [2.830, 24.562, -0.213], [1.600, 25.532, -2.148], [1.096, 26.774, -2.879], [2.231, 27.832, -2.920], [2.808, 28.187, -1.552], [4.091, 29.006, -1.770], [1.809, 29.046, -0.755], [3.205, 26.921, -0.932], [4.053, 27.052, 0.183], [1.438, 26.960, 1.003], [0.272, 26.755, -0.299], [0.648, 25.367, 0.642], [3.163, 24.544, 0.824], [2.065, 23.785, -0.269], [3.669, 24.291, -0.861], [2.451, 25.079, -2.666], [0.786, 24.812, -2.058], [0.742, 26.597, -3.892], [0.263, 27.143, -2.275], [1.873, 28.698, -3.478], [3.077, 27.406, -3.465], [4.736, 28.428, -2.432], [4.583, 29.235, -0.829], [3.836, 29.923, -2.304], [0.748, 28.930, -0.977], [1.947, 30.113, -0.983], [2.017, 29.071, 0.318], [3.454, 27.087, 0.951], [0.464, 22.183, -4.020], [1.798, 21.491, -4.366], [2.945, 22.430, -4.009], [1.943, 20.196, -3.575], [1.136, 19.013, -4.115], [1.544, 18.784, -5.571], [1.309, 20.046, -6.432], [1.979, 19.759, -7.769], [-0.197, 20.245, -6.679], [1.914, 21.213, -5.805], [1.859, 22.366, -6.592], [0.516, 22.574, -2.997], [0.264, 22.943, -4.771], [-0.292, 21.421, -3.813], [3.905, 22.122, -4.427], [2.756, 23.412, -4.448], [3.021, 22.546, -2.927], [3.008, 19.938, -3.692], [1.844, 20.255, -2.488], [1.357, 18.130, -3.510], [0.093, 19.273, -3.895], [0.990, 17.921, -5.938], [2.607, 18.586, -5.420], [1.814, 20.581, -8.473], [1.589, 18.857, -8.239], [3.065, 19.664, -7.690], [-0.705, 20.460, -5.736], [-0.689, 19.341, -7.049], [-0.412, 21.071, -7.356], [2.635, 22.332, -7.162], [-5.379, 17.386, -1.366], [-6.589, 18.098, -1.967], [-7.892, 17.408, -1.457], [-6.527, 19.547, -1.466], [-7.364, 20.577, -2.237], [-7.107, 20.486, -3.738], [-7.179, 19.047, -4.286], [-8.653, 18.625, -4.380], [-6.489, 19.083, -5.647], [-6.425, 18.138, -3.421], [-6.387, 16.820, -3.947], [-5.185, 16.412, -1.816], [-4.470, 17.968, -1.551], [-5.473, 17.264, -0.287], [-8.521, 17.102, -2.287], [-7.636, 16.475, -0.951], [-8.394, 18.045, -0.732], [-6.847, 19.607, -0.421], [-5.487, 19.881, -1.474], [-8.434, 20.513, -2.018], [-7.070, 21.528, -1.783], [-6.192, 21.039, -3.970], [-7.889, 21.144, -4.131], [-8.662, 17.572, -4.665], [-9.250, 19.139, -5.142], [-9.219, 18.823, -3.471], [-7.048, 19.710, -6.350], [-6.333, 18.126, -6.144], [-5.523, 19.592, -5.590], [-5.591, 16.830, -4.491], [-4.863, 23.825, -2.827], [-3.375, 23.607, -3.099], [-3.200, 23.348, -4.604], [-2.609, 24.905, -2.866], [-2.462, 25.187, -1.370], [-1.918, 23.941, -0.622], [-2.539, 22.553, -0.932], [-1.544, 21.466, -0.548], [-3.847, 22.456, -0.129], [-2.811, 22.483, -2.386], [-3.194, 21.194, -2.785], [-5.408, 22.874, -2.816], [-5.162, 24.321, -1.901], [-5.390, 24.441, -3.565], [-3.794, 22.486, -4.922], [-3.387, 24.221, -5.225], [-2.184, 23.014, -4.830], [-1.565, 24.744, -3.162], [-3.050, 25.694, -3.471], [-1.825, 26.058, -1.202], [-3.404, 25.428, -0.865], [-2.145, 24.254, 0.400], [-0.838, 23.910, -0.788], [-2.084, 20.517, -0.495], [-1.241, 21.656, 0.485], [-0.707, 21.387, -1.236], [-4.461, 21.628, -0.493], [-4.476, 23.338, -0.221], [-3.604, 22.277, 0.921], [-4.141, 21.117, -2.564], [-6.854, 22.745, -8.562], [-6.792, 23.922, -7.572], [-6.978, 23.390, -6.139], [-5.393, 24.545, -7.634], [-5.253, 25.518, -8.818], [-6.366, 26.571, -8.852], [-7.781, 25.941, -8.817], [-8.666, 27.108, -8.394], [-8.108, 25.456, -10.243], [-7.823, 24.939, -7.754], [-9.135, 24.419, -7.624], [-6.308, 21.904, -8.132], [-7.894, 22.423, -8.671], [-6.455, 22.963, -9.552], [-7.904, 22.868, -5.901], [-6.088, 22.880, -5.770], [-7.087, 24.269, -5.491], [-5.133, 24.992, -6.675], [-4.594, 23.864, -7.940], [-4.298, 26.044, -8.907], [-5.243, 24.974, -9.770], [-6.300, 27.247, -9.706], [-6.222, 27.227, -7.989], [-8.555, 27.992, -9.033], [-8.426, 27.487, -7.399], [-9.748, 26.945, -8.385], [-9.048, 24.898, -10.270], [-7.358, 24.760, -10.618], [-8.183, 26.348, -10.860], [-9.244, 23.852, -8.407], [-4.194, 27.911, 2.685], [-3.155, 27.133, 1.906], [-1.838, 27.356, 2.378], [-4.325, 28.940, 2.329], [-3.892, 28.166, 3.707], [-5.182, 27.453, 2.710], [-3.216, 27.403, 0.852], [-3.378, 26.060, 1.932], [-1.757, 27.026, 3.277], [-4.350, 19.542, 2.430], [-5.393, 20.581, 2.784], [-6.637, 19.944, 3.051], [-4.745, 18.962, 1.593], [-4.190, 18.844, 3.253], [-3.389, 19.936, 2.102], [-5.540, 21.238, 1.917], [-5.064, 21.301, 3.540], [-7.306, 20.627, 3.143], [-6.645, 26.632, -0.777], [-7.387, 25.314, -0.445], [-6.676, 24.705, 0.636], [-7.189, 27.219, -1.517], [-5.617, 26.398, -1.051], [-6.610, 27.215, 0.144], [-7.450, 24.632, -1.291], [-8.378, 25.635, -0.116], [-7.192, 24.797, 1.439]], "forces_ev_per_a": [[-0.02, -0.52, -0.91], [-2.51, 0.75, 1.56], [0.64, -0.34, -0.75], [1.00, 0.23, -0.20], [0.93, 0.51, 0.91], [-0.34, -0.90, -0.30], [-0.27, 0.62, 0.35], [-0.40, -0.30, -0.44], [0.19, 1.43, 0.22], [0.89, -0.87, -1.17], [-0.75, 0.13, 0.32], [-0.09, -0.20, 0.23], [0.13, 0.26, 0.11], [0.13, 0.11, 0.40], [0.07, 0.56, -0.02], [0.00, 0.01, -0.22], [0.06, -0.27, 0.22], [-0.37, -0.17, -0.54], [0.16, -0.19, 0.23], [-0.05, -0.30, 0.02], [-0.17, 0.27, -0.33], [0.17, 0.29, 0.25], [-0.15, -0.04, -0.28], [0.29, 0.01, 0.26], [0.09, 0.02, -0.05], [-0.01, 0.10, 0.14], [0.04, -0.68, 0.29], [0.28, -0.17, -0.39], [-0.26, -0.53, 0.04], [0.25, 0.18, 0.04], [0.50, -0.82, 1.14], [-0.59, 0.74, 0.11], [0.03, 0.59, -0.14], [1.48, -1.12, -0.52], [-0.20, 0.89, 0.73], [-0.59, 0.86, 1.61], [-0.70, -0.65, -0.48], [0.41, 0.68, -0.65], [-0.44, -0.20, 0.57], [1.53, -1.63, 0.51], [-0.73, 0.41, -0.18], [0.36, 0.69, -0.27], [-0.54, 0.00, 0.17], [-0.47, 0.21, -1.00], [-0.05, -0.39, 0.14], [-0.08, 0.04, 0.16], [0.04, -0.01, -0.01], [-0.04, -0.15, 0.00], [-0.45, 0.73, -0.08], [0.02, -0.03, -0.07], [-0.19, -0.40, -0.61], [0.27, 0.04, -0.50], [0.12, -0.23, -0.90], [-0.16, -0.07, 0.00], [-0.09, -0.05, 0.15], [-0.04, -0.15, 0.28], [0.04, 0.11, -0.05], [0.22, -0.01, -0.25], [0.18, 0.00, -0.07], [0.10, -0.04, 0.23], [0.71, -0.02, -0.24], [-0.32, 0.06, 0.36], [0.62, -0.44, -0.26], [-0.51, 0.43, 0.07], [0.47, -0.55, 0.67], [-0.48, 1.05, 1.00], [-0.52, 0.58, -0.09], [-0.33, -0.09, -0.70], [0.09, 0.45, -0.72], [1.23, 0.57, 0.29], [-0.41, 0.12, -0.11], [-0.36, -0.08, 0.07], [-0.07, 0.07, 0.00], [-0.18, 0.02, 0.02], [-0.28, 0.27, 0.10], [0.02, 0.06, 0.10], [-0.33, -0.03, -0.18], [0.18, -0.34, 0.06], [0.09, -0.05, -0.15], [0.03, -0.40, 0.00], [-0.05, 0.28, -0.51], [0.33, -0.57, -0.12], [-0.01, -0.48, -0.75], [-0.27, -0.08, 0.34], [0.51, 0.21, -0.23], [0.27, -0.34, 0.25], [-0.28, -0.12, 0.12], [-0.21, -0.13, 0.21], [0.11, -0.25, 0.33], [0.01, -0.12, 0.14], [-1.37, 0.11, 0.13], [-0.70, 0.34, -1.49], [0.26, -1.20, -0.25], [0.98, -0.63, 1.55], [-0.85, -0.43, -0.13], [0.16, 1.02, -0.43], [-0.71, 1.36, -0.65], [-1.07, -0.29, 0.67], [0.14, -0.54, -0.01], [2.13, 0.35, 0.82], [-0.82, 0.58, -0.06], [0.08, -0.07, -0.10], [0.63, -0.13, 0.25], [0.44, -0.14, -0.38], [-0.33, 0.30, -0.12], [-0.35, 0.04, 0.14], [0.15, 0.23, 0.30], [-0.13, 0.01, -0.58], [-0.05, 0.14, 0.15], [0.20, -0.15, 0.10], [-0.20, 0.14, -0.40], [0.55, -0.77, 0.37], [0.04, -0.18, 0.18], [0.22, -0.13, -0.28], [0.40, 0.09, -0.12], [0.08, 0.13, 0.03], [0.06, -0.21, 0.18], [0.19, 0.19, 0.18], [-0.20, 0.03, 0.04], [0.15, -0.24, -0.09], [-0.47, -0.03, 0.17], [0.23, -1.10, 0.22], [-0.11, 0.97, 0.78], [0.58, 0.97, -1.34], [-0.56, 0.98, -0.77], [0.38, -0.53, 0.49], [0.75, 0.83, -0.03], [-1.14, 0.87, 0.02], [-0.30, -0.34, 0.69], [0.03, 0.88, 0.21], [0.55, -0.31, -0.41], [0.05, -0.03, -0.11], [0.08, -0.17, -0.10], [0.05, 0.10, 0.04], [0.15, -0.52, -0.62], [-0.13, -0.39, -0.23], [0.25, 0.12, -0.12], [-0.01, 0.23, -0.07], [-0.36, -0.87, 0.91], [0.15, -0.14, 0.72], [-0.34, -0.32, 0.15], [0.03, -0.24, -0.21], [-0.21, -0.13, 0.20], [0.31, -0.28, -0.30], [0.23, -0.41, 0.10], [0.13, -0.53, -0.06], [-0.17, 0.28, -0.07], [0.20, 0.26, -0.11], [-0.05, -0.21, -0.32], [-0.30, 0.03, 0.20], [-0.32, 1.30, 0.46], [-0.33, -0.49, 0.29], [0.27, 0.29, -0.49], [-0.01, -0.24, -0.57], [0.13, -0.82, 0.15], [0.08, -0.15, -0.05], [0.39, 0.15, 0.00], [-0.07, -0.03, 0.12], [-0.15, -0.05, 0.03], [-0.49, -0.49, 0.00], [0.13, 0.92, -1.12], [0.28, -0.11, 0.41], [0.03, -0.08, -0.01], [0.06, 0.07, 0.06], [-0.06, 0.33, 0.18], [0.10, -0.12, -0.22], [-0.07, -0.48, 0.61], [-0.02, -0.03, 0.02], [-0.39, -0.79, 0.33], [0.46, 1.64, 0.48], [-0.06, -0.48, -0.15], [0.27, -0.07, -0.25], [-0.02, 0.24, -0.33], [0.02, 0.06, -0.01], [-0.01, -0.07, 0.04], [-0.22, -0.51, -0.15], [-0.02, -0.02, 0.02]], "mulliken_charge": [-1.00, 1.26, -1.77, 0.40, -0.35, -1.64, 1.92, -2.01, -1.80, 0.34, -0.51, 0.31, -0.11, 0.33, 0.30, 0.30, 0.45, 0.31, -1.04, 0.48, 0.03, 0.43, 0.46, 0.44, 0.40, 0.43, 0.27, 0.48, 0.36, 0.43, -0.34, 1.71, -2.11, -1.63, -0.46, -1.20, 1.60, -2.11, -1.32, 0.38, -0.48, -0.52, 0.84, -0.24, 0.56, 0.41, 0.30, 0.47, 0.36, 0.44, 0.16, 0.51, 0.29, 0.48, 0.39, 0.43, 0.03, 0.41, 0.33, 0.36, -1.89, 1.83, -1.78, -0.69, -0.90, 0.30, 1.99, -2.11, -1.85, 0.54, -0.54, 0.50, 0.23, 0.36, 0.35, 0.46, 0.33, 0.65, -0.71, 0.47, 0.26, -0.56, 0.18, 0.41, 0.40, 0.40, 0.28, 0.58, 0.28, 0.35, -0.37, 2.05, -1.12, -1.54, 0.96, -1.40, 2.52, -2.10, -0.55, 1.86, -0.48, -0.18, -1.10, 0.35, -0.05, 0.35, -0.45, -0.08, 0.72, 0.38, -0.90, 0.66, -0.35, 0.35, 0.50, -0.08, -0.66, -0.28, 0.59, 0.07, -1.84, 1.91, -2.27, -0.63, -1.22, -1.20, 1.53, -1.96, -1.56, 0.22, -0.45, 0.48, 0.40, 0.29, 0.49, 0.38, 0.48, 0.21, 0.37, 0.43, 0.36, 0.50, 0.40, 0.40, 0.44, 0.36, 0.33, 0.32, 0.44, 0.37, -1.10, 0.27, -0.50, 0.29, 0.40, 0.26, 0.11, 0.02, 0.29, -0.60, 0.01, -0.55, -0.11, 0.36, 0.26, 0.03, 0.39, 0.32, -0.88, -0.11, -0.42, 0.36, 0.08, 0.31, 0.01, 0.54, 0.23], "homo_lumo_gap_ev": 8.2, "relative_energy_ev": 0.762, "spin_multiplicity": 1, "lumo_energy_ev": 0.24, "total_charge": 0, "fmax_ev_per_a": 3.05, "smiles": "CC1(C)CCCC(C)(C)N1O.CC1(C)CCCC(C)(C)N1O.CC1(C)CCCC(C)(C)N1O.CC1(C)CCCC(C)(C)N1O.CC1(C)CCCC(C)(C)N1O.CCO.CCO.CCO", "homo_ev": -7.916}

***

# 2
{"formula": "C11H15N", "method": "wB97M-V/def2-TZVPD", "elements": ["C", "C", "C", "N", "C", "C", "C", "C", "C", "C", "H", "H", "H", "H", "H", "H", "H", "H", "H", "C", "C", "H", "H", "H", "H", "H", "H"], "positions_angstrom": [[-2.264, -0.249, -1.055], [-0.924, -0.953, -1.193], [-0.664, -2.299, -1.186], [0.743, -2.406, -1.442], [1.331, -1.165, -1.454], [2.683, -0.825, -1.561], [3.023, 0.544, -1.447], [2.049, 1.602, -1.297], [0.695, 1.163, -1.051], [0.296, -0.157, -1.288], [-2.242, 0.333, -0.131], [-3.064, -1.002, -1.118], [-2.304, 0.294, -1.886], [-1.351, -3.129, -1.205], [1.102, -3.241, -1.716], [3.422, -1.574, -1.912], [4.130, 0.935, -1.715], [2.313, 2.615, -1.457], [-0.160, 1.890, -0.964], [-0.810, 0.448, 3.678], [-1.383, 1.400, 2.549], [-0.091, 0.951, 4.300], [-1.565, 0.150, 4.412], [-0.153, -0.323, 3.398], [-1.716, 2.275, 3.004], [-2.378, 1.064, 2.109], [-0.718, 1.658, 1.629]], "forces_ev_per_a": [[1.12, -3.47, 2.75], [-1.07, 0.63, 1.04], [1.96, 2.36, -1.36], [-2.63, 1.95, 1.35], [-0.48, 0.68, 0.02], [0.47, 0.84, -0.47], [1.35, 1.58, -1.54], [-1.39, -4.01, 0.71], [-0.21, 1.66, -1.71], [1.78, -2.64, 0.87], [-0.51, 0.04, -0.23], [0.05, 0.44, 0.46], [-0.68, 2.88, -3.17], [0.23, -0.08, 0.07], [1.67, -2.47, -0.77], [-0.39, 0.58, 0.69], [-2.62, -1.32, 0.80], [0.18, 0.76, 0.39], [1.17, -0.42, 0.09], [-0.55, 1.81, -0.22], [0.00, -1.96, -1.63], [0.20, 1.18, 0.30], [-0.11, -0.33, -0.56], [-0.02, -1.64, -1.07], [-0.03, 1.90, 0.83], [1.32, -0.35, 0.43], [-0.80, -0.61, 1.92]], "nbo_charge": [-0.62, -0.04, -0.06, -0.53, 0.17, -0.27, -0.20, -0.25, -0.19, -0.12, 0.22, 0.21, 0.21, 0.22, 0.40, 0.22, 0.21, 0.22, 0.21, -0.62, -0.62, 0.20, 0.21, 0.21, 0.20, 0.20, 0.22], "homo_lumo_gap_ev": 8.8, "relative_energy_ev": 2.054, "spin_multiplicity": 1, "lumo_energy_ev": 0.94, "total_charge": 0, "fmax_ev_per_a": 4.56, "smiles": "Cc1c[nH]c2ccccc12.CC", "homo_ev": -7.859}

***

# 3
{"formula": "C9H21N2", "method": "wB97M-V/def2-TZVPD", "elements": ["C", "N", "C", "C", "C", "C", "N", "C", "C", "C", "C", "H", "H", "H", "H", "H", "H", "H", "H", "H", "H", "H", "H", "H", "H", "H", "H", "H", "H", "H", "H", "H"], "positions_angstrom": [[0.263, -0.622, 2.711], [0.747, -1.251, 1.358], [1.218, -2.675, 1.443], [-0.272, -0.964, 0.238], [-0.477, -1.974, -0.938], [0.111, -0.919, -1.968], [0.361, 0.019, -0.836], [-0.157, 1.458, -0.895], [-1.687, 1.665, -1.075], [-0.010, 2.031, 0.573], [0.637, 2.172, -1.971], [-0.713, -1.104, 3.192], [1.073, -0.620, 3.549], [0.046, 0.449, 2.473], [1.669, -0.648, 1.281], [1.860, -2.999, 0.558], [1.692, -2.742, 2.446], [0.413, -3.359, 1.433], [-1.176, -0.597, 0.688], [-1.594, -2.088, -1.106], [0.117, -2.879, -0.915], [1.075, -1.075, -2.442], [-0.642, -0.511, -2.591], [-2.107, 1.612, -2.118], [-2.115, 1.025, -0.317], [-1.877, 2.640, -0.737], [0.818, 1.611, 1.049], [-0.861, 1.878, 1.161], [0.127, 3.056, 0.666], [1.446, 2.662, -1.380], [0.887, 1.588, -2.829], [-0.023, 2.977, -2.298]], "forces_ev_per_a": [[-1.00, -0.30, 1.68], [1.48, 1.67, 1.28], [1.26, 0.13, 0.21], [2.00, 1.75, -3.10], [-0.41, 1.09, -0.72], [0.02, 0.20, 2.43], [-1.36, -0.05, 2.72], [-0.82, -0.86, 1.24], [0.73, -1.51, -1.42], [0.69, -1.01, -2.18], [-0.32, 1.75, 2.14], [2.16, 0.70, -1.52], [-1.13, -0.37, -1.87], [0.12, -1.15, 0.24], [-2.33, -1.34, -0.97], [-0.49, 0.99, 1.38], [0.19, -0.26, -0.98], [-1.22, -0.40, 0.13], [-0.23, -0.03, 0.44], [1.55, -0.45, 0.23], [-0.48, -0.38, 0.14], [-0.31, -0.60, -0.46], [-0.60, 0.04, -1.10], [0.39, -0.52, 1.07], [-0.96, -0.41, -0.35], [-0.34, 1.52, 0.32], [1.56, -0.76, 0.74], [-1.50, -0.73, 0.79], [0.36, 2.12, -0.59], [0.15, -0.51, -1.35], [0.56, -0.48, -0.31], [0.27, 0.17, -0.27]], "nbo_charge": [-0.46, -0.40, -0.42, 0.10, -0.43, -0.22, -0.43, 0.16, -0.64, -0.62, -0.63, 0.25, 0.25, 0.25, 0.46, 0.25, 0.24, 0.23, 0.21, 0.25, 0.23, 0.21, 0.20, 0.23, 0.19, 0.22, 0.19, 0.20, 0.24, 0.23, 0.23, 0.22], "homo_lumo_gap_ev": 9.8, "relative_energy_ev": 2.360, "spin_multiplicity": 1, "lumo_energy_ev": -2.78, "total_charge": 1, "fmax_ev_per_a": 4.09, "smiles": "C[NH+](C)[C@@H]1CCN1C(C)(C)C", "homo_ev": -12.564}